This record from the Open Molecules 2025 dataset describes a molecular structure, C4H12BN in a non-equilibrium geometry. The level of theory is wB97M-V/def2-TZVPD.

Atoms and positions in Å:
B -0.367 -1.857 -0.044
C -3.013 -0.400 0.905
C 0.988 1.183 -1.098
C -2.941 0.474 -0.028
C 1.566 -0.264 -1.050
N 0.660 -1.254 -0.434
H 4.450 -0.144 2.708
H -1.111 -2.482 0.587
H -3.896 -1.010 1.198
H 4.795 0.522 2.375
H -2.223 -0.589 1.601
H 0.005 1.212 -1.590
H 0.759 1.604 -0.061
H 1.641 1.872 -1.719
H -3.640 0.720 -0.809
H -2.031 1.074 0.096
H 1.789 -0.479 -2.094
H 2.569 -0.181 -0.543

DFT total energy   -6501.3694 eV
ΔE to the lowest compared entry with this formula, charge and spin   72.8 kcal per mole
2S+1   3
Kohn-Sham gap (spin up / spin down)   6.2 / 7.6 eV
Strongest force on any atom   14.70 eV/Å
E_HOMO (spin up / spin down)   -5.352 / -10.065 eV